Entry 1:
ORCA calculation (ωB97M-V/def2-TZVPD) on a molecular structure, C33H24ClF9IN3NaO2P.

The gap between HOMO and LUMO comes out at 8.758 eV. As for the energy above the lowest of the compared OMol25 structures with the same formula, charge and spin: 8.9 kcal/mol. The total energy comes out at -101965.2481 eV.

Geometry as XYZ:
```
75
Properties=species:S:1:pos:R:3:mulliken_charge:R:1
H -2.79844 -2.34337 1.66574 0.42
C 0.92021 5.30283 -1.99774 0.31
H -0.60605 0.51409 5.20297 0.41
H -3.00377 0.50302 4.59328 0.42
N 2.69514 0.40019 0.43880 0.11
N 3.18370 -6.35037 -0.43929 -0.35
H 2.33133 -6.46781 0.07583 0.18
C -4.82874 2.89030 -0.38893 -0.70
C -2.59059 -1.89049 -0.42565 0.49
H 3.80209 -7.13743 -0.53711 0.25
H 6.54746 0.69705 0.66473 0.42
C -3.17433 -4.06125 0.44351 -0.76
H 5.06289 2.59281 1.34639 0.48
H -2.42065 -1.76828 -2.56329 0.44
H -4.93283 -0.95562 -0.51642 0.47
N 0.61463 -2.02296 -1.03408 0.30
C 5.47056 0.61314 0.60629 -0.36
C 1.07873 5.50165 0.51567 0.45
F 1.64957 6.70987 0.62545 -0.29
H 1.11341 0.23118 3.43615 0.50
H 0.47447 -0.07565 1.12987 0.11
C -3.24261 -4.56438 -0.84660 -0.51
C 1.56075 4.67287 -0.71756 1.13
C -4.89957 0.12536 -0.48142 -0.33
H -7.01643 0.33177 -0.70911 0.41
C -2.24835 0.36578 3.83013 -0.70
H 1.18504 -1.57742 -2.95868 0.45
C 3.11407 4.82877 -0.83253 0.38
C -6.07438 0.85049 -0.58976 -0.92
C -0.31947 0.03633 1.86256 0.16
C 4.87025 -0.54609 0.13983 -0.51
C 0.05968 0.20981 3.18755 -0.90
O 1.20730 3.40682 -0.59460 -1.08
C -2.64972 -2.40748 -1.71834 -0.43
C -2.98341 -3.73521 -1.92855 -0.68
H 2.60864 2.33138 1.14456 0.73
P -2.08778 -0.15524 -0.25062 0.31
H 1.71887 -4.55273 0.86600 0.34
C -2.63037 0.19521 2.50869 -0.10
H 0.17885 -2.62533 0.87901 0.31
C 3.48747 -0.60354 0.07814 0.96
C -1.66712 0.02295 1.51408 0.58
C -3.66102 2.15116 -0.28990 0.49
H 2.80441 -3.47159 -3.14091 0.50
H -4.77832 3.96966 -0.35027 0.50
Cl -2.17515 3.05198 -0.10075 0.05
H 3.00680 -1.50461 -0.28005 -0.53
F -0.24991 5.69365 0.46251 -0.26
F 3.62999 3.87384 -1.60981 -0.28
I 5.96096 -2.20610 -0.49664 0.10
F 1.32371 4.84492 1.65587 -0.23
C 2.37157 -4.18319 -1.16581 0.86
F 3.69875 4.70214 0.37456 -0.27
C 3.27255 1.51646 0.88355 -0.41
H -6.95217 2.81028 -0.62376 0.37
C -2.85268 -2.72857 0.65609 -0.18
Na 0.15154 1.68056 -0.73426 1.11
C -6.03974 2.23496 -0.54143 -0.50
F 1.56271 4.88456 -3.10060 -0.28
C 1.32281 -2.26819 -2.13377 -0.74
O 4.28333 -5.25557 -2.08073 -0.61
C 4.64989 1.66144 0.98764 -1.02
F 0.92483 6.64308 -2.01839 -0.29
F -0.35495 4.91239 -2.12592 -0.20
C 0.76201 -2.85201 -0.00795 -0.31
C 3.36983 -5.30200 -1.28355 0.07
H -3.68156 0.20981 2.24768 0.49
C 2.21850 -3.32117 -2.24491 -0.43
C 1.62080 -3.94196 -0.02161 -0.86
F 3.51473 6.00586 -1.33008 -0.28
H -3.49461 -5.60433 -1.01050 0.38
C -3.66472 0.75981 -0.32600 -0.26
C -0.90220 0.37151 4.17180 -0.68
H -3.37434 -4.70596 1.29007 0.40
H -3.02881 -4.12582 -2.93708 0.40
```

Entry 2:
ORCA calculation (ωB97M-V/def2-TZVPD) on a molecular structure, C8H9Cl3O3 in a non-equilibrium geometry.

The gap between HOMO and LUMO comes out at 9.451 eV. As for the energy above the lowest of the compared OMol25 structures with the same formula, charge and spin: 0.0 kcal/mol. The total energy comes out at -52149.2452 eV.

Geometry as XYZ:
```
23
Properties=species:S:1:pos:R:3:mulliken_charge:R:1
C -0.96857 -0.03075 2.04648 -1.75
C 1.25545 0.46960 -0.79850 -0.06
O 1.91684 -0.67370 1.33419 -0.54
Cl 1.20554 -3.30765 0.73082 -0.15
H 0.40573 2.89045 -2.23723 0.39
O 2.28398 0.88214 -1.30023 -0.58
C 1.02945 -0.52897 0.28566 0.40
Cl 0.89507 -2.40824 -1.79605 -0.17
H -2.04975 0.16811 2.07862 0.44
O -1.14396 0.68551 -0.27873 -0.43
C -0.11234 2.59509 -1.38163 -1.58
H -0.39928 0.84300 -2.32421 0.15
H 2.55771 0.01359 1.21810 0.39
H -0.60171 -0.84731 2.60107 0.46
H -1.14549 2.93920 -1.56668 0.37
C -0.74046 -0.29123 0.62237 1.09
Cl -1.74140 -2.91275 1.13214 -0.16
C 0.54835 -1.98567 -0.20401 0.77
H -0.74825 0.99962 2.28922 0.39
C -0.14493 1.01430 -1.23934 0.49
H -1.55668 -1.82655 -0.81638 0.36
H 0.19719 3.02238 -0.47372 0.42
C -0.94250 -1.71014 0.07802 -0.71
```

Entry 3:
ORCA calculation (ωB97M-V/def2-TZVPD) on a molecular structure, C6H9N.

The gap between HOMO and LUMO comes out at 10.338 eV. As for the energy above the lowest of the compared OMol25 structures with the same formula, charge and spin: 126.1 kcal/mol. The total energy comes out at -7852.6914 eV.

Geometry as XYZ:
```
16
Properties=species:S:1:pos:R:3:mulliken_charge:R:1
H 2.57072 -0.40082 -0.23053 0.25
H -0.00558 0.74252 2.20961 0.29
C -0.81038 1.36967 0.29239 0.86
H -1.73950 0.44542 1.99585 0.32
H -1.30839 0.23931 -1.65496 0.49
H -1.12721 -0.63518 -0.14340 0.38
H 0.16929 -2.24456 -1.03888 0.23
C -0.92519 1.14659 1.77062 -1.09
N 0.66597 -0.12626 -1.19234 -0.29
C 1.53369 -0.72371 -0.20049 -0.23
C -0.85704 2.19797 -0.69084 -0.86
H -1.15505 2.08427 2.28518 0.32
H 1.12866 -0.87278 0.80001 0.18
H 1.57862 -1.84340 -2.14518 0.24
C 0.96514 -1.54459 -1.29904 -0.45
C -0.68374 0.16553 -0.75799 -0.63
```

- The lowest gap between HOMO and LUMO belongs to which entry?
  C33H24ClF9IN3NaO2P

- The lowest gap between HOMO and LUMO belongs to which entry?
  C33H24ClF9IN3NaO2P

Copy entry 2 word for word.
ORCA calculation (ωB97M-V/def2-TZVPD) on a molecular structure, C8H9Cl3O3 in a non-equilibrium geometry.

The gap between HOMO and LUMO comes out at 9.451 eV. As for the energy above the lowest of the compared OMol25 structures with the same formula, charge and spin: 0.0 kcal/mol. The total energy comes out at -52149.2452 eV.

Geometry as XYZ:
```
23
Properties=species:S:1:pos:R:3:mulliken_charge:R:1
C -0.96857 -0.03075 2.04648 -1.75
C 1.25545 0.46960 -0.79850 -0.06
O 1.91684 -0.67370 1.33419 -0.54
Cl 1.20554 -3.30765 0.73082 -0.15
H 0.40573 2.89045 -2.23723 0.39
O 2.28398 0.88214 -1.30023 -0.58
C 1.02945 -0.52897 0.28566 0.40
Cl 0.89507 -2.40824 -1.79605 -0.17
H -2.04975 0.16811 2.07862 0.44
O -1.14396 0.68551 -0.27873 -0.43
C -0.11234 2.59509 -1.38163 -1.58
H -0.39928 0.84300 -2.32421 0.15
H 2.55771 0.01359 1.21810 0.39
H -0.60171 -0.84731 2.60107 0.46
H -1.14549 2.93920 -1.56668 0.37
C -0.74046 -0.29123 0.62237 1.09
Cl -1.74140 -2.91275 1.13214 -0.16
C 0.54835 -1.98567 -0.20401 0.77
H -0.74825 0.99962 2.28922 0.39
C -0.14493 1.01430 -1.23934 0.49
H -1.55668 -1.82655 -0.81638 0.36
H 0.19719 3.02238 -0.47372 0.42
C -0.94250 -1.71014 0.07802 -0.71
```

- What is the energy above the lowest of the compared OMol25 structures with the same formula, charge and spin in the second record?
  0.0 kcal/mol